[1]
{"formula": "C44H40AsBrCrN3O2Si", "method": "ωB97M-V with the def2-TZVPD basis set", "symbols": ["Cr", "O", "C", "C", "C", "C", "C", "C", "C", "N", "C", "C", "N", "C", "C", "C", "C", "C", "C", "C", "O", "H", "H", "H", "H", "H", "H", "H", "H", "H", "H", "H", "H", "H", "H", "Br", "C", "C", "C", "N", "C", "C", "H", "H", "H", "H", "C", "Si", "C", "C", "C", "C", "H", "H", "H", "H", "H", "H", "H", "H", "H", "C", "C", "C", "C", "C", "C", "As", "C", "C", "C", "C", "C", "C", "C", "C", "C", "C", "C", "C", "H", "H", "H", "H", "H", "H", "H", "H", "H", "H", "H", "H", "H"], "coordinates": [[1.667, 0.915, -0.225], [2.995, 2.129, -0.885], [3.711, 3.019, -0.267], [4.633, 3.785, -1.016], [5.421, 4.735, -0.416], [5.344, 4.988, 0.963], [4.451, 4.261, 1.706], [3.629, 3.281, 1.120], [2.716, 2.580, 1.978], [1.884, 1.676, 1.628], [1.030, 1.067, 2.639], [-0.185, 0.456, 1.963], [0.186, -0.457, 0.839], [0.750, -1.731, 1.427], [1.714, -2.500, 0.545], [1.687, -3.887, 0.446], [2.685, -4.598, -0.204], [3.767, -3.906, -0.731], [3.842, -2.532, -0.600], [2.829, -1.802, 0.038], [2.971, -0.496, 0.195], [4.689, 3.593, -2.079], [6.117, 5.302, -1.023], [5.971, 5.737, 1.424], [4.363, 4.435, 2.773], [2.739, 2.870, 3.033], [0.689, 1.813, 3.362], [1.605, 0.317, 3.187], [-0.784, 1.266, 1.548], [-0.776, -0.081, 2.706], [1.395, -1.357, 2.225], [0.885, -4.439, 0.913], [2.626, -5.676, -0.274], [4.570, -4.442, -1.223], [4.709, -1.985, -0.953], [1.727, -1.197, -6.654], [1.675, -0.585, -4.876], [0.557, 0.085, -4.410], [0.549, 0.490, -3.089], [1.565, 0.256, -2.253], [2.658, -0.344, -2.734], [2.754, -0.793, -4.039], [-0.286, 0.296, -5.051], [-0.285, 1.042, -2.675], [3.474, -0.459, -2.035], [3.650, -1.290, -4.378], [-1.687, 5.800, 0.072], [-2.131, 4.216, -0.797], [-3.638, 3.447, -0.014], [-2.460, 4.552, -2.600], [-0.750, 3.036, -0.660], [0.173, 2.243, -0.548], [-2.484, 6.541, -0.024], [-0.773, 6.221, -0.354], [-1.509, 5.624, 1.135], [-4.516, 4.089, -0.127], [-3.479, 3.274, 1.053], [-3.859, 2.481, -0.474], [-3.229, 5.318, -2.725], [-2.800, 3.645, -3.106], [-1.551, 4.895, -3.097], [-5.661, -0.709, 1.493], [-5.300, -1.390, 0.340], [-3.984, -1.372, -0.097], [-2.995, -0.679, 0.608], [-3.376, 0.015, 1.754], [-4.694, -0.010, 2.196], [-1.298, -0.573, -0.403], [-1.236, -2.447, -0.886], [-1.216, -2.703, -2.253], [-1.298, -4.001, -2.735], [-1.414, -5.051, -1.835], [-1.436, -4.798, -0.472], [-1.336, -3.499, 0.019], [-1.334, -3.275, 1.489], [-2.325, -3.894, 2.248], [-2.342, -3.806, 3.631], [-1.338, -3.103, 4.279], [-0.353, -2.478, 3.530], [-0.336, -2.530, 2.138], [-6.688, -0.718, 1.836], [-6.043, -1.940, -0.224], [-3.729, -1.921, -0.996], [-2.664, 0.584, 2.328], [-4.961, 0.530, 3.095], [-1.143, -1.875, -2.950], [-1.277, -4.189, -3.800], [-1.472, -6.070, -2.194], [-1.499, -5.623, 0.229], [-3.103, -4.445, 1.733], [-3.129, -4.287, 4.195], [-1.322, -3.039, 5.359], [0.430, -1.926, 4.038]], "lowdin_charge": [0.746, -0.151, -0.313, -0.005, -0.080, -0.102, -0.053, -0.129, -0.050, -0.051, -0.160, -0.251, -0.271, -0.216, -0.096, -0.036, -0.093, -0.092, -0.034, -0.360, -0.197, 0.115, 0.103, 0.096, 0.109, 0.140, 0.133, 0.121, 0.084, 0.101, 0.126, 0.105, 0.096, 0.100, 0.114, 0.776, -0.684, -0.097, -0.135, 0.008, -0.079, -0.072, 0.110, 0.074, 0.101, 0.111, -0.190, 0.389, -0.188, -0.191, -0.193, -0.201, 0.029, 0.032, 0.029, 0.031, 0.025, 0.026, 0.029, 0.027, 0.031, -0.090, -0.081, -0.124, -0.348, -0.106, -0.083, 1.443, -0.341, -0.108, -0.070, -0.062, -0.033, -0.216, -0.151, -0.022, -0.068, -0.068, -0.031, -0.130, 0.101, 0.103, 0.096, 0.078, 0.104, 0.082, 0.104, 0.106, 0.121, 0.120, 0.105, 0.104, 0.117], "orbital_gap_ha": [0.2842, 0.2823], "s_squared": 3.78, "charge": 0, "relative_energy_kcal_mol": 0.00, "total_energy_ev": -222025.031, "spin_multiplicity": 4}

[2]
{"formula": "C4H6OS", "method": "ωB97M-V with the def2-TZVPD basis set", "symbols": ["C", "C", "S", "C", "C", "O", "H", "H", "H", "H", "H", "H"], "coordinates": [[2.851, -0.023, -0.031], [1.587, 0.457, 0.021], [0.252, -0.723, -0.002], [-1.150, 0.289, 0.018], [-2.380, -0.550, -0.008], [-1.155, 1.492, -0.013], [3.009, -1.093, 0.032], [3.675, 0.675, 0.000], [1.223, 1.474, 0.073], [-3.241, -0.141, -0.619], [-2.737, -0.718, 0.997], [-2.174, -1.602, -0.357]], "lowdin_charge": [-0.071, -0.437, 0.998, -0.826, -0.107, 0.020, 0.046, 0.051, 0.063, 0.111, 0.077, 0.075], "orbital_gap_ha": 0.3634, "charge": 0, "relative_energy_kcal_mol": 22.21, "total_energy_ev": -17127.167}

[3]
{"formula": "C9H7N4", "method": "ωB97M-V with the def2-TZVPD basis set", "symbols": ["C", "C", "C", "C", "C", "C", "C", "C", "C", "N", "N", "N", "N", "H", "H", "H", "H", "H", "H", "H"], "coordinates": [[-2.249, 0.467, 0.065], [-1.903, 1.300, 1.169], [-1.234, -0.235, -0.536], [-0.637, 1.288, 1.696], [0.118, -0.095, -0.155], [0.394, 0.569, 1.085], [1.171, -0.375, -1.073], [2.450, -0.850, -1.012], [2.750, -1.117, 0.442], [0.569, -1.732, 4.525], [1.672, 0.707, 1.532], [2.384, -0.238, 1.270], [1.366, -1.320, 3.900], [-3.168, 0.404, -0.410], [-2.498, 2.106, 1.720], [-1.515, -0.743, -1.464], [-0.426, 1.962, 2.551], [0.748, -0.065, -2.051], [3.152, -0.900, -1.782], [3.439, -1.998, 0.688]], "lowdin_charge": [0.004, -0.021, -0.004, -0.011, -0.129, -0.193, -0.002, 0.058, -0.014, 0.053, 0.192, 0.096, 0.011, 0.102, 0.151, 0.139, 0.142, 0.150, 0.103, 0.174], "orbital_gap_ha": 0.2808, "charge": 1, "relative_energy_kcal_mol": 0.00, "total_energy_ev": -15396.993}

[4]
{"formula": "C7H10O2", "method": "ωB97M-V with the def2-TZVPD basis set", "symbols": ["C", "C", "C", "C", "C", "C", "C", "O", "O", "H", "H", "H", "H", "H", "H", "H", "H", "H", "H"], "coordinates": [[1.106, -1.485, 2.018], [-0.453, 1.671, 0.325], [0.766, -0.699, 1.021], [-0.818, 0.427, -0.451], [-0.908, -0.037, 1.945], [-0.651, -0.644, 0.554], [0.091, 0.170, -1.701], [-0.726, 1.264, 1.702], [-1.180, -1.889, 0.166], [0.268, -2.145, 2.314], [2.107, -1.878, 2.402], [0.647, 1.999, 0.215], [-1.102, 2.437, 0.105], [1.446, -0.016, 0.598], [-1.924, 0.513, -0.710], [1.159, -0.009, -1.490], [-0.011, 1.012, -2.426], [-0.416, -0.668, -2.254], [-1.798, -1.652, -0.555]], "lowdin_charge": [0.065, -0.111, -0.164, -0.299, 0.075, -0.554, -0.033, -0.098, 0.033, 0.083, 0.105, 0.161, 0.097, 0.099, 0.175, 0.084, 0.085, 0.090, 0.106], "orbital_gap_ha": 0.3349, "charge": 0, "relative_energy_kcal_mol": 103.72, "total_energy_ev": -11511.359}

Q: Look up the charge of the third one.
A: +1

Q: Number 3 is which compound?
A: C9H7N4